The following is a quantum chemistry calculation of 5 unconnected molecules or ions with the total composition C36H69ClFNO6, from the Open Molecules 2025 dataset.

Last column: Mulliken charge in e.
CARTESIAN COORDINATES (ANGSTROEM)
H (-0.911, 1.062, 5.384)  0.30
H (-2.654, -7.547, -0.043)  0.40
H (3.934, 6.387, -5.358)  0.31
H (-4.316, -7.603, 0.576)  0.30
H (-1.101, -0.603, 4.876)  -0.12
H (-1.250, -2.651, 5.617)  0.11
H (1.683, 2.405, 4.213)  0.31
C (-1.243, 0.077, 5.721)  0.43
H (5.011, 4.987, -5.545)  0.41
C (-2.999, -0.856, -2.796)  -0.31
H (1.666, 5.731, -7.030)  0.31
C (3.755, 1.873, 4.513)  -0.65
H (-4.123, -6.048, -1.350)  0.38
H (-2.892, -5.113, -0.526)  0.04
H (-3.078, -6.712, 1.454)  0.27
C (-1.021, -1.343, -4.246)  0.47
H (-1.133, 0.958, -1.367)  0.47
H (-2.465, -4.040, 1.338)  0.04
H (-2.844, 0.880, 6.927)  0.33
H (4.713, 2.671, 6.947)  0.26
H (0.988, 4.256, -0.642)  0.34
C (-2.708, 0.164, 6.112)  -1.46
H (2.339, -0.150, 0.354)  0.45
C (-3.392, -3.522, 1.589)  -0.40
C (0.791, 3.485, -1.427)  -1.33
H (-0.068, -2.989, 1.927)  0.28
H (-1.393, -1.682, -6.398)  0.31
H (-0.307, 3.330, -1.624)  0.34
H (3.819, 1.308, 3.581)  0.25
H (0.978, 2.951, 1.812)  0.49
H (1.928, 0.899, 5.124)  0.22
H (0.579, -4.095, 0.668)  0.42
H (-1.617, -1.544, 7.888)  0.31
C (1.134, 3.627, -7.119)  -0.98
O (-0.661, -1.038, -1.837)  0.16
H (1.227, 3.763, -2.428)  0.26
H (0.561, 0.686, 3.255)  0.07
H (-3.441, -0.630, -1.801)  0.19
C (0.527, -1.540, -4.401)  1.20
H (1.694, -1.046, -1.053)  -0.18
H (2.046, -2.898, -5.187)  0.42
Cl (2.239, -1.826, 2.562)  -0.22
H (2.151, -0.387, -5.488)  0.39
C (1.108, 1.846, 1.691)  -0.26
H (-3.309, 0.484, 5.258)  0.43
H (4.774, 4.988, 4.942)  0.35
C (4.322, 4.071, 5.325)  -0.30
H (-0.687, -3.660, 6.952)  0.43
C (-0.639, -1.550, 7.394)  -0.32
C (0.922, -2.807, -5.250)  -1.52
H (6.156, 3.372, 6.222)  0.29
C (1.131, 4.981, -6.438)  -0.35
H (3.823, 5.369, -6.790)  0.28
H (5.139, 4.346, 7.301)  0.39
O (-0.387, -0.289, 6.795)  -0.45
H (3.215, 4.498, -3.918)  0.37
H (-0.481, -2.699, 0.166)  -0.03
H (-0.325, 2.190, 0.183)  0.72
C (-1.558, -1.067, -2.894)  -0.03
C (1.606, -2.125, 0.855)  0.16
H (2.410, -2.742, 0.367)  0.73
H (1.068, -1.600, -3.427)  -0.40
H (0.104, -1.668, 8.185)  0.35
C (2.990, 4.481, -4.986)  -0.08
F (1.428, 1.285, -2.142)  -0.22
C (-3.302, -1.243, -5.304)  -0.93
C (-0.505, 0.050, 1.716)  -0.97
H (0.559, 2.910, -6.527)  0.20
H (2.125, 1.485, 1.987)  -0.02
C (1.076, -0.270, -5.210)  -1.27
O (4.301, 3.154, 4.242)  -0.44
H (-5.966, -1.558, -4.255)  0.34
C (-1.866, -1.446, -5.423)  -0.36
H (-4.524, -5.259, 2.223)  0.34
C (-4.599, -4.440, 1.499)  -0.63
H (-5.712, -0.331, -2.880)  0.31
C (3.998, 5.355, -5.713)  -1.27
C (0.322, -3.019, 0.872)  -0.96
H (-3.960, -1.306, -6.195)  0.35
H (-5.494, -3.875, 1.765)  0.35
H (4.377, 1.341, 5.239)  0.41
H (3.299, 4.330, 5.620)  0.29
H (0.503, -3.768, -4.864)  0.36
C (-0.522, -2.716, 6.428)  -0.87
H (0.693, 3.695, -8.115)  0.45
H (0.100, 5.335, -6.357)  0.34
H (-3.289, -3.130, 2.602)  0.36
C (1.488, -0.811, 0.020)  -1.19
C (-3.779, -5.735, -0.362)  -0.04
H (2.144, 3.228, -7.227)  0.25
H (0.706, -2.664, -6.347)  0.30
O (1.648, 4.926, -5.121)  -0.43
H (-3.497, -2.683, 0.896)  0.14
O (-1.363, -0.681, 2.157)  -0.46
O (-4.825, -4.956, 0.196)  -0.44
C (0.167, 0.032, 0.247)  3.38
H (3.075, 3.436, -5.303)  0.20
C (-5.381, -0.675, -3.889)  -1.44
C (1.445, 2.108, -0.989)  0.15
H (2.519, 2.282, -0.697)  0.31
H (0.472, -2.738, 5.974)  0.23
C (0.606, 1.551, 0.215)  -1.72
H (0.397, -0.149, -6.096)  0.36
H (-1.979, -0.271, -0.378)  0.05
H (0.896, 0.628, -4.554)  0.23
H (-5.620, 0.169, -4.600)  0.33
H (-3.097, -0.797, 6.452)  0.33
H (2.185, 2.462, 5.901)  0.48
C (-0.981, -0.034, -0.852)  -1.31
C (5.127, 3.586, 6.519)  -1.04
N (0.050, 1.135, 2.489)  -0.04
C (-3.435, -6.969, 0.455)  -1.12
C (-3.841, -0.927, -3.979)  0.69
C (2.304, 1.913, 4.966)  -0.71

Summary:
- F_max (eV/A) = 3.42
- total charge = 0
- Kohn-Sham gap (eV) = 8.76
- structure (SMILES) = Cc1ccc(C(C)C)c(OC[C@]2(C[C@H](C)Cl)C(=O)NC[C@H]2[C@H](C)F)c1.CCOCC.CCOCC.CCOCC.CCOCC
- LUMO (eV) = 0.591